Entry from the Open Molecules 2025 dataset: one molecule with the formula C4H7NO in a non-equilibrium geometry (ωB97M-V/def2-TZVPD).

XYZ file:
```
13
Properties=species:S:1:pos:R:3:lowdin_charge:R:1
O 1.088 1.279 -0.761 0.050
N 2.362 -0.288 0.225 0.118
C -0.252 -0.312 0.316 -0.185
C -1.464 0.643 0.340 -0.119
C -1.457 -0.514 -0.592 -0.125
C 1.096 0.214 -0.175 -0.458
H -2.107 0.593 1.219 0.099
H 3.011 0.488 0.274 0.088
H -0.212 -0.932 1.207 0.125
H -1.436 1.640 -0.099 0.105
H -2.106 -1.366 -0.400 0.099
H -1.352 -0.259 -1.644 0.108
H 2.830 -1.184 0.088 0.095
```

Calculated values
Charge: 0
ΔE to the lowest compared entry with this formula, charge and spin: 142.3 kJ/mol
Spin multiplicity: 1
Orbital gap: 10.711 eV
Structure (SMILES): NC(=O)C1CC1
E_LUMO: 1.06 eV



Entry from the Open Molecules 2025 dataset: one molecule with the formula C4H7NO (ωB97M-V/def2-TZVPD).

XYZ file:
```
13
Properties=species:S:1:pos:R:3:lowdin_charge:R:1
O 2.568 0.167 1.033 0.108
N -0.273 0.061 -0.646 -0.202
C 0.736 -0.960 -0.287 -0.089
C -1.592 -0.183 -0.097 -0.117
C 1.549 0.134 0.404 -0.356
C 0.479 1.151 0.015 -0.089
H -0.028 1.609 0.877 0.124
H -1.582 -0.348 1.000 0.088
H 0.811 1.941 -0.669 0.121
H -2.027 -1.068 -0.572 0.084
H 1.226 -1.427 -1.149 0.121
H -2.247 0.669 -0.305 0.084
H 0.380 -1.746 0.395 0.124
```

Calculated values
Charge: 0
ΔE to the lowest compared entry with this formula, charge and spin: 192.9 kJ/mol
Spin multiplicity: 1
Orbital gap: 10.179 eV
Structure (SMILES): CN1CC(=O)C1
E_LUMO: 0.96 eV



Entry from the Open Molecules 2025 dataset: C4H7NO as an isolated structure (ωB97M-V/def2-TZVPD).

XYZ file:
```
13
Properties=species:S:1:pos:R:3:lowdin_charge:R:1
O 1.778 0.778 0.438 -0.024
N -0.984 0.297 1.310 0.075
C 0.316 -1.148 -0.222 -0.072
C -1.042 -0.550 0.213 -0.364
C -0.591 0.837 -0.251 -0.149
C 0.839 0.292 -0.472 -0.345
H -0.726 1.482 0.739 0.139
H -1.997 -0.977 -0.108 0.134
H 1.228 0.469 -1.477 0.147
H -1.249 1.355 -0.948 0.146
H 0.254 -1.729 -1.148 0.109
H 0.848 -1.721 0.543 0.113
H 1.365 0.653 1.310 0.091
```

Calculated values
Charge: 0
ΔE to the lowest compared entry with this formula, charge and spin: 505.8 kJ/mol
Spin multiplicity: 1
Orbital gap: 9.796 eV
E_LUMO: 1.00 eV



Entry from the Open Molecules 2025 dataset: one molecule with the formula C4H7NO in a non-equilibrium geometry (ωB97M-V/def2-TZVPD).

XYZ file:
```
13
Properties=species:S:1:pos:R:3:lowdin_charge:R:1
O -0.492 0.276 1.414 -0.189
N 0.503 1.200 1.411 -0.168
C 0.552 1.610 0.009 -0.201
C -0.194 -0.657 -0.377 -0.092
C -1.002 -1.841 -0.268 -0.088
C 0.506 0.312 -0.857 -0.095
H -0.339 2.158 -0.403 0.124
H 1.132 0.302 -1.789 0.126
H 1.514 2.180 -0.217 0.121
H -1.790 -1.852 -1.173 0.130
H -1.505 -1.986 0.679 0.068
H -0.275 -2.743 -0.422 0.116
H 1.389 1.042 1.990 0.148
```

Calculated values
Charge: 0
ΔE to the lowest compared entry with this formula, charge and spin: 562.7 kJ/mol
Spin multiplicity: 1
Orbital gap (spin up / spin down): 8.508 / 8.507 eV
E_LUMO (spin up / spin down): 0.76 / 0.76 eV



Entry from the Open Molecules 2025 dataset: C4H7NO as an isolated structure (ωB97M-V/def2-TZVPD).

XYZ file:
```
13
Properties=species:S:1:pos:R:3:lowdin_charge:R:1
O -2.421 0.268 -0.314 -0.060
N -0.523 0.895 0.631 0.094
C -1.549 -0.069 0.719 -0.356
C 0.292 0.118 -0.098 -0.291
C -0.550 -1.112 0.184 -0.074
C 1.763 0.239 -0.242 -0.042
H 2.266 -0.168 0.642 0.088
H -0.009 -1.724 0.918 0.115
H -1.768 0.454 -1.048 0.092
H -0.972 -1.743 -0.596 0.112
H 2.059 1.282 -0.377 0.080
H 2.082 -0.336 -1.116 0.083
H -0.670 1.895 0.696 0.159
```

Calculated values
Charge: 0
ΔE to the lowest compared entry with this formula, charge and spin: 457.5 kJ/mol
Spin multiplicity: 1
Orbital gap (spin up / spin down): 7.909 / 7.476 eV
E_LUMO (spin up / spin down): 0.36 / 0.25 eV



Entry from the Open Molecules 2025 dataset: one molecule with the formula C4H7NO (ωB97M-V/def2-TZVPD).

XYZ file:
```
13
Properties=species:S:1:pos:R:3:lowdin_charge:R:1
O -0.251 -1.025 0.394 -0.045
N 0.069 1.209 0.238 0.107
C -1.300 -0.533 -0.438 -0.169
C 1.975 -0.351 0.028 0.004
C 0.593 0.060 0.370 -0.461
C -1.360 0.937 -0.022 -0.175
H -1.987 1.120 0.858 0.113
H -1.693 1.583 -0.838 0.109
H -0.906 -0.588 -1.468 0.127
H 2.326 -1.190 0.628 0.085
H 1.813 -0.721 -0.994 0.098
H 2.682 0.475 -0.005 0.085
H -2.181 -1.161 -0.330 0.122
```

Calculated values
Charge: 0
ΔE to the lowest compared entry with this formula, charge and spin: 136.3 kJ/mol
Spin multiplicity: 1
Orbital gap: 10.675 eV
Structure (SMILES): CC1=NCCO1
E_LUMO: 1.03 eV



Entry from the Open Molecules 2025 dataset: C4H7NO as an isolated structure (ωB97M-V/def2-TZVPD).

XYZ file:
```
13
Properties=species:S:1:pos:R:3:lowdin_charge:R:1
O 0.399 0.594 -1.393 -0.145
N 0.667 -0.509 -0.503 -0.089
C 0.530 1.308 0.096 -0.047
C -0.331 0.034 0.484 -0.323
C 1.740 0.295 0.140 -0.125
C -1.780 -0.055 0.074 -0.055
H -0.152 -0.377 1.484 0.134
H 2.554 0.487 -0.562 0.110
H -2.360 0.579 0.752 0.086
H 0.739 -1.484 -0.872 0.193
H 2.082 -0.109 1.098 0.109
H -2.171 -1.077 0.147 0.076
H -1.916 0.315 -0.944 0.078
```

Calculated values
Charge: 0
ΔE to the lowest compared entry with this formula, charge and spin: 720.7 kJ/mol
Spin multiplicity: 1
Orbital gap: 8.327 eV
E_LUMO: 0.60 eV



Entry from the Open Molecules 2025 dataset: C4H7NO as an isolated structure (ωB97M-V/def2-TZVPD).

XYZ file:
```
13
Properties=species:S:1:pos:R:3:lowdin_charge:R:1
O 2.145 1.074 -0.655 -0.032
N 0.588 -0.033 0.103 -0.108
C -0.387 -0.914 0.445 -0.215
C 1.788 0.351 0.480 -0.097
C 0.855 0.694 -1.156 -0.083
C -1.801 -0.407 0.412 -0.144
H -0.104 -1.538 1.288 0.079
H -2.063 0.075 -0.539 0.060
H -2.501 -1.236 0.554 0.061
H 0.209 1.547 -1.366 0.138
H 0.933 -0.004 -1.989 0.146
H -2.012 0.331 1.208 0.063
H 2.432 0.091 1.305 0.133
```

Calculated values
Charge: 0
ΔE to the lowest compared entry with this formula, charge and spin: 458.8 kJ/mol
Spin multiplicity: 1
Orbital gap (spin up / spin down): 7.174 / 7.176 eV
E_LUMO (spin up / spin down): 0.91 / 0.91 eV



Entry from the Open Molecules 2025 dataset: C4H7NO as an isolated structure in a non-equilibrium geometry (ωB97M-V/def2-TZVPD).

XYZ file:
```
13
Properties=species:S:1:pos:R:3:lowdin_charge:R:1
O 2.469 -0.228 1.039 -0.010
N 0.382 0.357 0.412 -0.011
C -2.428 -0.730 -3.215 -0.037
C 1.304 0.087 1.439 -0.587
C -2.636 0.452 -3.301 -0.016
C 0.684 0.178 2.784 -0.023
H 0.611 -0.303 -0.621 0.180
H -0.836 -0.214 0.299 0.220
H -0.385 0.030 2.681 0.067
H 1.004 0.969 3.312 0.039
H 0.924 -0.795 3.340 0.122
H -2.783 -1.783 -3.113 0.043
H -2.501 1.505 -3.337 0.014
```

Calculated values
Charge: 0
ΔE to the lowest compared entry with this formula, charge and spin: 556.9 kJ/mol
Spin multiplicity: 1
Orbital gap: 9.971 eV
E_LUMO: 0.17 eV



Entry from the Open Molecules 2025 dataset: one molecule with the formula C4H7NO in a non-equilibrium geometry (ωB97M-V/def2-TZVPD).

XYZ file:
```
13
Properties=species:S:1:pos:R:3:lowdin_charge:R:1
O 1.325 -2.534 0.911 0.014
N 0.082 0.820 0.169 -0.128
C 1.487 -1.345 0.748 -0.205
C -0.184 0.852 -1.258 -0.155
C 0.177 -0.496 0.775 -0.166
C -1.253 1.204 -0.295 -0.144
H 0.340 1.628 -1.809 0.101
H -1.540 2.244 -0.141 0.101
H -0.554 -1.211 0.354 0.119
H -0.283 -0.100 -1.779 0.108
H -0.091 -0.396 1.838 0.129
H 2.568 -1.159 0.669 0.120
H -2.074 0.492 -0.183 0.106
```

Calculated values
Charge: 0
ΔE to the lowest compared entry with this formula, charge and spin: 276.8 kJ/mol
Spin multiplicity: 1
Orbital gap: 10.750 eV
Structure (SMILES): O=CCN1CC1
E_LUMO: 1.12 eV



Entry from the Open Molecules 2025 dataset: C4H7NO as an isolated structure (ωB97M-V/def2-TZVPD).

XYZ file:
```
13
Properties=species:S:1:pos:R:3:lowdin_charge:R:1
O -1.805 -0.493 1.608 0.097
N 0.298 0.267 0.805 -0.017
C -1.203 0.479 -0.670 -0.111
C -1.098 0.001 0.770 -0.458
C 1.254 -0.920 -0.100 -0.009
C 0.311 0.768 -0.694 -0.168
H 2.197 -0.596 -0.529 0.063
H 0.555 1.838 -0.706 0.066
H 0.675 -1.509 -0.807 0.080
H 0.802 0.596 1.624 0.161
H 1.446 -1.535 0.801 0.069
H -1.603 -0.273 -1.359 0.110
H -1.830 1.376 -0.742 0.118
```

Calculated values
Charge: 0
ΔE to the lowest compared entry with this formula, charge and spin: 603.9 kJ/mol
Spin multiplicity: 1
Orbital gap (spin up / spin down): 7.594 / 7.593 eV
E_LUMO (spin up / spin down): 0.70 / 0.70 eV



Entry from the Open Molecules 2025 dataset: one molecule with the formula C4H7NO in a non-equilibrium geometry (ωB97M-V/def2-TZVPD).

XYZ file:
```
13
Properties=species:S:1:pos:R:3:lowdin_charge:R:1
O -2.615 -0.024 -0.050 0.079
N -0.221 -0.454 -0.179 -0.151
C 0.770 0.368 0.416 -0.363
C 0.141 0.829 1.649 0.022
C -0.011 -0.851 -1.577 -0.075
C -1.514 0.208 0.342 -0.163
H -0.060 0.027 2.357 0.065
H -0.984 -1.085 -2.005 0.079
H 0.454 -0.047 -2.176 0.083
H 0.628 -1.741 -1.677 0.083
H 0.636 1.708 2.102 0.082
H 1.201 1.137 -0.247 0.126
H 1.574 -0.076 1.045 0.132
```

Calculated values
Charge: 0
ΔE to the lowest compared entry with this formula, charge and spin: 402.5 kJ/mol
Spin multiplicity: 1
Orbital gap: 9.192 eV
E_LUMO: 0.46 eV